Record 1
Formula: C3H10N3
Source: OMol25
Level of theory: the ωB97M-V functional and the def2-TZVPD basis

```
! wB97M-V def2-TZVPD RIJCOSX def2/J DEFGRID3
* xyz 1 1
N -1.6972 -0.3351 -1.1366
N 1.3478 0.4283 0.6915
N -0.0001 -0.2080 0.5426
C 0.3504 0.4901 -1.9173
C -0.5871 -0.0029 -0.7336
C -0.7284 -0.5913 1.7486
H -1.1803 0.3664 2.1037
H 1.4871 0.2324 -1.9984
H -0.2331 -1.2409 2.3728
H -0.0152 0.0798 -2.7778
H -2.3522 -0.7754 -0.5384
H 1.5045 0.6726 -0.3067
H 1.3071 1.1021 1.5711
H -1.3957 -1.3319 1.4173
H 0.2002 1.5156 -2.0268
H 1.9920 -0.4018 0.9882
*
```

## Properties
F_max in eV Å⁻¹: 4.3
Gap between HOMO and LUMO in Ha: 0.3692
SMILES: [H]/N=C(/C)N(C)[NH3+]
Calculated total energy in eV: -7733.550

Results of the Mulliken charge analysis, in e, for atoms 1 through 4: atom 1 (N): -0.521, atom 2 (N): -0.276, atom 3 (N): -0.114, atom 4 (C): -1.347

=====

Record 2
Formula: C3H10N3
Source: OMol25
Level of theory: the ωB97M-V functional and the def2-TZVPD basis

```
! wB97M-V def2-TZVPD RIJCOSX def2/J DEFGRID3
* xyz 1 3
N 2.6367 1.0370 1.6716
N 1.1489 0.8602 -0.2473
N -0.0906 0.8396 0.4027
C 2.2462 0.8408 0.3861
C -2.1361 -0.7401 -1.3167
C -1.3699 -1.8107 -1.3270
H 2.0545 1.3710 2.4441
H -0.3905 -1.7672 -1.8271
H -3.1900 -0.8707 -0.8507
H -1.8079 0.1560 -1.7906
H 3.0704 0.7521 -0.3819
H -0.0140 1.0679 1.3677
H -0.9538 1.2658 -0.0960
H 3.6187 0.9641 1.9122
H -0.5601 -0.1240 0.3054
H -1.5007 -2.8559 -1.0789
*
```

## Properties
F_max in eV Å⁻¹: 12.2
Gap between HOMO and LUMO (alpha / beta) in Ha: 0.2229 / 0.2923
Calculated total energy in eV: -7729.301

Results of the Mulliken charge analysis, in e, for atoms 1 through 4: atom 1 (N): -0.358, atom 2 (N): -0.534, atom 3 (N): -0.150, atom 4 (C): 0.215

=====

Record 3
Formula: C3H10N3
Source: OMol25
Level of theory: the ωB97M-V functional and the def2-TZVPD basis

```
! wB97M-V def2-TZVPD RIJCOSX def2/J DEFGRID3
* xyz 1 3
N 1.6974 -0.3449 -0.5289
N -1.8937 0.4311 0.3873
N -0.6295 -1.4939 -0.0633
C 1.7156 0.2628 0.7929
C -0.7437 -0.1390 -0.2377
C 0.5659 0.5447 -0.1151
H 2.3712 0.0347 -1.2082
H 2.3940 1.0347 1.0184
H 1.2239 -1.3263 -0.5308
H 0.5507 1.5488 -0.6025
H 1.6454 -0.4672 1.6333
H -0.4166 -1.8283 0.8798
H -1.6474 -1.7747 -0.2164
H -0.7410 0.0994 -1.9847
H -2.2375 1.3281 0.0655
H -2.6906 -0.2001 0.2433
*
```

## Properties
F_max in eV Å⁻¹: 5.2
Gap between HOMO and LUMO (alpha / beta) in Ha: 0.2589 / 0.3402
Calculated total energy in eV: -7730.150

Results of the Mulliken charge analysis, in e, for atoms 1 through 4: atom 1 (N): -0.194, atom 2 (N): -0.475, atom 3 (N): -0.574, atom 4 (C): -0.550

=====

Record 4
Formula: C3H10N3O2
Source: OMol25
Level of theory: the ωB97M-V functional and the def2-TZVPD basis

```
! wB97M-V def2-TZVPD RIJCOSX def2/J DEFGRID3
* xyz -1 1
O 1.2097 0.5491 1.4837
O 1.0905 -1.7082 1.4623
N -2.7942 -0.4987 -0.8495
N 0.5452 1.1108 -1.3468
N 3.0036 -0.6779 2.1102
C 1.6597 -0.6197 1.6496
C -1.3224 -0.3723 -0.7987
C -0.9037 0.9579 -1.3995
H 3.3364 0.1526 2.5646
H -3.2115 -0.0495 -0.0459
H -1.2410 0.9839 -2.4396
H 3.2470 -1.5520 2.5466
H 0.8735 1.0604 -0.3726
H -0.9160 -0.4565 0.2050
H -0.8895 -1.1771 -1.3928
H 0.8135 2.0195 -1.7079
H -3.0579 -1.4735 -0.8156
H -1.4429 1.7512 -0.8533
*
```

## Properties
F_max in eV Å⁻¹: 0.5
Gap between HOMO and LUMO in Ha: 0.3113
Calculated total energy in eV: -11840.657

Results of the Mulliken charge analysis, in e, for atoms 1 through 4: atom 1 (O): -0.860, atom 2 (O): -0.733, atom 3 (N): -0.670, atom 4 (N): -0.620

=====

Record 5
Formula: C3H10N3O2P
Source: OMol25
Level of theory: the ωB97M-V functional and the def2-TZVPD basis

```
! wB97M-V def2-TZVPD RIJCOSX def2/J DEFGRID3
* xyz 0 3
P 1.3361 -0.7537 -0.4342
O -3.8662 -1.4440 0.4532
O -4.1864 0.4072 -0.8317
N -0.8585 -2.3798 0.3935
N -1.2792 0.9719 -0.8072
N 0.7517 2.2366 0.5921
C -4.0371 -0.5570 -0.2478
C -1.3840 -0.2988 -0.9100
C -0.5033 -0.9831 0.0913
H -2.0482 1.5211 -1.1916
H 0.5209 2.3946 1.5840
H -0.4425 -0.5934 1.1566
H -0.5579 1.5439 -0.2686
H 1.5383 1.5760 0.6063
H -1.6839 -2.3062 0.9472
H 1.0535 3.1381 0.3092
H 1.7807 -1.9834 -0.0749
H 1.1028 -1.0706 -1.6909
H -0.8978 -3.0001 -0.4271
*
```

## Properties
F_max in eV Å⁻¹: 6.2
Gap between HOMO and LUMO (alpha / beta) in Ha: 0.2221 / 0.2887
Calculated total energy in eV: -21122.575

Results of the Mulliken charge analysis, in e, for atoms 1 through 4: atom 1 (P): -0.099, atom 2 (O): -0.370, atom 3 (O): -0.387, atom 4 (N): -0.578

=====

Record 6
Formula: C3H10N3O5P3
Source: OMol25
Level of theory: the ωB97M-V functional and the def2-TZVPD basis

```
! wB97M-V def2-TZVPD RIJCOSX def2/J DEFGRID3
* xyz 0 1
P -0.0786 -0.1151 1.7185
P -2.0357 -0.6196 0.8625
P 1.4453 -2.3805 1.0281
O 2.8803 0.2455 1.6499
O 2.5559 0.6741 -0.5255
O -2.6731 -1.6076 1.7164
O -1.9028 -1.0618 -0.6598
O -2.8798 0.7298 0.8295
N 0.2586 -3.2723 0.5555
N 1.1049 -0.7591 0.5116
N -1.1104 3.0498 0.0182
C -0.9708 2.3979 -2.4925
C 2.2545 0.0744 0.6296
C -1.0493 2.7697 -1.0926
H 2.7154 -2.7238 0.5295
H 0.5991 -4.0228 -0.0283
H 3.4896 0.9020 -0.5183
H -0.1931 2.9666 -2.9985
H 1.5936 -2.2618 2.4156
H 0.0996 1.2672 1.5214
H -1.1539 -1.6650 -0.7578
H -0.7415 1.3382 -2.5928
H -2.2909 1.4842 0.6740
H -1.9170 2.5901 -2.9944
*
```

## Properties
F_max in eV Å⁻¹: 1.1
Gap between HOMO and LUMO in Ha: 0.3469
Calculated total energy in eV: -45848.605

Results of the Mulliken charge analysis, in e, for atoms 1 through 4: atom 1 (P): -0.071, atom 2 (P): 0.935, atom 3 (P): 0.233, atom 4 (O): -0.507

=====

Record 7
Formula: C3H10N3S
Source: OMol25
Level of theory: the ωB97M-V functional and the def2-TZVPD basis

```
! wB97M-V def2-TZVPD RIJCOSX def2/J DEFGRID3
* xyz 1 1
S -0.2043 -2.2787 1.2129
N 2.3143 0.1415 -0.4184
N 1.0005 -2.8994 2.0803
N 0.1531 0.7663 -1.0065
C -2.0482 1.7676 -0.3589
C 0.9942 -0.0433 -0.4540
C -1.2511 0.5304 -0.8362
H 2.8206 0.7580 -1.0247
H 0.3958 1.6757 -1.2229
H -2.1872 2.4637 -1.0504
H -1.6341 2.1692 0.5053
H -1.5135 0.2879 -1.7937
H 0.9858 -2.7098 3.0725
H -3.1009 1.5578 0.0276
H -1.5348 -0.2317 -0.1505
H 2.9587 -0.6328 -0.3199
H 1.8510 -3.3225 1.7376
*
```

## Properties
F_max in eV Å⁻¹: 4.4
Gap between HOMO and LUMO (alpha / beta) in Ha: 0.2419 / 0.2998
Calculated total energy in eV: -18568.808

Results of the Mulliken charge analysis, in e, for atoms 1 through 4: atom 1 (S): 0.135, atom 2 (N): -0.293, atom 3 (N): -0.311, atom 4 (N): -0.103

=====

Record 8
Formula: C3H10N4
Source: OMol25
Level of theory: the ωB97M-V functional and the def2-TZVPD basis

```
! wB97M-V def2-TZVPD RIJCOSX def2/J DEFGRID3
* xyz 2 1
N 1.3147 1.7836 -0.3515
N -1.3813 0.5080 1.0881
N 0.2369 -2.5265 -1.9771
N 0.9352 -0.4518 -1.1084
C 0.0774 -1.4907 -1.2789
C -1.1262 0.9320 2.3333
C 0.6191 0.6958 -0.4111
H 1.0918 2.5736 0.1995
H -2.0127 0.3838 2.8586
H -0.2831 0.3739 2.7887
H -1.0623 1.9262 2.6854
H 1.0346 -2.5808 -2.7007
H -1.9893 1.2466 0.7277
H 1.9197 -0.7288 -1.1754
H -0.9651 -1.3832 -0.8363
H 2.2320 1.8415 -0.8140
H -0.6414 -3.1032 -2.0279
*
```

## Properties
F_max in eV Å⁻¹: 4.4
Gap between HOMO and LUMO (alpha / beta) in Ha: 0.2798 / 0.3294
Calculated total energy in eV: -9211.791

Results of the Mulliken charge analysis, in e, for atoms 1 through 4: atom 1 (N): -0.174, atom 2 (N): -0.195, atom 3 (N): -0.238, atom 4 (N): -0.181

=====

Record 9
Formula: C3H10N4O2
Source: OMol25
Level of theory: the ωB97M-V functional and the def2-TZVPD basis

```
! wB97M-V def2-TZVPD RIJCOSX def2/J DEFGRID3
* xyz 0 1
O -0.8831 -1.2480 -1.8084
O -1.5411 -1.7326 0.2759
N 1.7778 -0.0816 -0.4804
N 0.6169 1.7747 -0.8077
N -2.6230 -0.1762 -1.0080
N 0.5920 0.9564 1.3118
C -1.6849 -1.1005 -0.7492
C 0.9455 -0.0889 2.2597
C 0.9949 0.8536 0.1047
H -2.6546 0.2617 -1.9139
H 2.3743 0.3317 -1.1890
H 0.9422 -1.0900 1.8155
H -3.2716 0.0827 -0.2806
H -0.2011 -1.8632 -1.4646
H 2.3291 -0.6098 0.1848
H 1.9265 0.1096 2.7017
H -0.0770 2.3859 -0.3859
H 0.2290 1.3351 -1.6350
H 0.2082 -0.1006 3.0685
*
```

## Properties
F_max in eV Å⁻¹: 2.6
Gap between HOMO and LUMO in Ha: 0.3395
SMILES: CN=C(N)N.NC(=O)O
Calculated total energy in eV: -13329.619

Results of the Mulliken charge analysis, in e, for atoms 1 through 4: atom 1 (O): -0.500, atom 2 (O): -0.606, atom 3 (N): -0.444, atom 4 (N): -0.644

=====

Record 10
Formula: C3H10N5
Source: OMol25
Level of theory: the ωB97M-V functional and the def2-TZVPD basis

```
! wB97M-V def2-TZVPD RIJCOSX def2/J DEFGRID3
* xyz 1 1
N -0.5749 1.3895 -0.6082
N -0.2749 0.7769 1.7268
N -0.4911 -0.4100 1.2575
N -1.7392 0.9837 -0.4870
N 0.1075 -0.7687 0.0748
C 1.8309 0.9539 -0.1449
C 0.4496 0.4475 -0.6930
C -0.5043 -1.8675 -0.5987
H -1.6843 -1.6065 -0.6283
H -0.8643 -1.2893 1.7371
H -0.2453 -2.7912 -0.1075
H -2.4660 1.6725 -0.5721
H 2.6775 0.6407 -0.7610
H 1.9305 2.0171 -0.3358
H -0.5535 0.9312 2.7003
H 1.9623 0.6494 0.8819
H 0.5137 0.1772 -1.7983
H -0.0742 -1.9064 -1.6436
*
```

## Properties
F_max in eV Å⁻¹: 4.5
Gap between HOMO and LUMO (alpha / beta) in Ha: 0.2842 / 0.2844
SMILES: [H]/N=N/[C@@H](C)N(C)/[NH+]=N/[H]
Calculated total energy in eV: -10711.744

Results of the Mulliken charge analysis, in e, for atoms 1 through 4: atom 1 (N): -0.144, atom 2 (N): -0.624, atom 3 (N): 0.340, atom 4 (N): -0.432

=====

Record 11
Formula: C3H10NO
Source: OMol25
Level of theory: the ωB97M-V functional and the def2-TZVPD basis

```
! wB97M-V def2-TZVPD RIJCOSX def2/J DEFGRID3
* xyz 0 2
O 1.2278 2.2840 3.1431
N -1.5753 -2.8172 -3.0796
C 1.9010 3.2903 3.0340
C -1.2026 -4.2155 -2.7921
C 1.3969 4.5292 3.6107
H -1.8328 -4.9137 -3.5346
H -1.3740 -4.5162 -1.6633
H 0.3761 4.8207 3.5936
H -2.6082 -2.8207 -3.2976
H 1.5950 4.4986 4.6352
H -1.5500 -2.1587 -2.2601
H 2.8551 3.2997 2.5676
H -0.1117 -4.3924 -3.1398
H 1.9826 5.4739 3.0470
H -1.0799 -2.3620 -3.8640
*
```

## Properties
F_max in eV Å⁻¹: 5.5
Gap between HOMO and LUMO (alpha / beta) in Ha: 0.1795 / 0.3986
Calculated total energy in eV: -6805.902

Results of the Mulliken charge analysis, in e, for atoms 1 through 4: atom 1 (O): -0.476, atom 2 (N): -2.442, atom 3 (C): 0.129, atom 4 (C): -0.946

=====

Record 12
Formula: C3H10NO
Source: OMol25
Level of theory: the ωB97M-V functional and the def2-TZVPD basis

```
! wB97M-V def2-TZVPD RIJCOSX def2/J DEFGRID3
* xyz 1 1
O 1.3770 -0.6088 -1.0780
N 0.3964 -0.3977 1.2914
C -0.5717 -0.1445 0.1500
C -1.6015 0.8864 0.5467
C 0.3138 0.3068 -1.0118
H -0.2547 0.3677 -1.9409
H 1.1043 -1.0699 0.9589
H -0.0531 -0.8043 2.1126
H -0.9975 -1.1224 -0.0768
H -1.1276 1.7582 1.0039
H 0.6498 1.3317 -0.7813
H 0.8985 0.4450 1.5819
H 1.6960 -0.7418 -1.9775
H -2.3316 0.4747 1.2303
H -2.1142 1.2525 -0.3348
*
```

## Properties
F_max in eV Å⁻¹: 0.6
Gap between HOMO and LUMO in Ha: 0.4370
SMILES: C[C@H]([NH3+])CO
Calculated total energy in eV: -6804.300

Results of the Mulliken charge analysis, in e, for atoms 1 through 4: atom 1 (O): -0.529, atom 2 (N): -0.341, atom 3 (C): 0.172, atom 4 (C): -1.326

=====

Record 13
Formula: C3H10NO
Source: OMol25
Level of theory: the ωB97M-V functional and the def2-TZVPD basis

```
! wB97M-V def2-TZVPD RIJCOSX def2/J DEFGRID3
* xyz 1 1
O -1.3302 0.6375 -0.8817
N 0.3419 -0.8970 0.6760
C 1.6615 -0.9770 0.0317
C 0.0501 -1.5674 1.7155
C -1.1181 2.0866 -0.9748
H 0.7554 -2.3302 2.0266
H -1.1743 2.3178 -2.0339
H -1.8056 0.3689 -1.6707
H -1.9152 2.5822 -0.4376
H -0.1678 2.3258 -0.5137
H 2.0002 0.0418 -0.1488
H -0.2442 -0.0946 0.3947
H -0.9403 -1.5159 2.1410
H 2.3330 -1.5715 0.6411
H 1.5535 -1.4070 -0.9655
*
```

## Properties
F_max in eV Å⁻¹: 1.6
Gap between HOMO and LUMO in Ha: 0.3675
Calculated total energy in eV: -6803.086

Results of the Mulliken charge analysis, in e, for atoms 1 through 4: atom 1 (O): -0.583, atom 2 (N): 0.135, atom 3 (C): -0.770, atom 4 (C): -0.076

=====

Record 14
Formula: C3H10NO
Source: OMol25
Level of theory: the ωB97M-V functional and the def2-TZVPD basis

```
! wB97M-V def2-TZVPD RIJCOSX def2/J DEFGRID3
* xyz 1 1
O 2.9234 1.3333 -0.2073
N 0.8156 -0.0836 0.5512
C -0.3146 -0.3614 -0.3682
C -2.7614 -1.0269 -0.1345
C -1.5541 -0.2018 0.1129
H 3.6641 1.7939 0.2130
H 0.0006 -0.9732 -1.2128
H 1.5824 0.6021 0.2421
H -3.6091 -0.4636 0.2319
H 0.4869 0.4163 1.3807
H -1.7809 0.6304 0.7650
H -2.7212 -2.0291 0.3361
H 3.1046 1.5661 -1.1394
H 1.2826 -0.9404 0.8393
H -2.9929 -1.3130 -1.1641
*
```

## Properties
F_max in eV Å⁻¹: 2.5
Gap between HOMO and LUMO in Ha: 0.3865
Calculated total energy in eV: -6803.156

Results of the Mulliken charge analysis, in e, for atoms 1 through 4: atom 1 (O): -0.646, atom 2 (N): -0.285, atom 3 (C): -0.167, atom 4 (C): -1.079

=====

Record 15
Formula: C3H10NO
Source: OMol25
Level of theory: the ωB97M-V functional and the def2-TZVPD basis

```
! wB97M-V def2-TZVPD RIJCOSX def2/J DEFGRID3
* xyz 1 1
O 0.2593 0.4083 1.0465
N -1.6033 1.2960 -0.5660
C -1.5376 1.6088 -1.8026
C 1.1809 -1.8745 0.9845
C 0.9372 -0.5749 0.2667
H 0.4266 -0.7718 -0.7008
H -0.6935 1.2909 -2.4271
H -2.4045 2.0313 -2.3142
H 0.3340 -2.5503 1.1306
H -0.6082 1.1011 -0.2589
H -2.2713 1.6253 0.1227
H 0.6652 0.5763 1.8979
H 1.3468 -1.6245 2.0508
H 1.8650 -0.1676 -0.1213
H 2.1035 -2.3743 0.6912
*
```

## Properties
F_max in eV Å⁻¹: 3.5
Gap between HOMO and LUMO in Ha: 0.3462
Calculated total energy in eV: -6802.547

Results of the Mulliken charge analysis, in e, for atoms 1 through 4: atom 1 (O): -0.642, atom 2 (N): -0.087, atom 3 (C): -0.012, atom 4 (C): -1.127